Computed, not measured: a 18-piece molecular cluster, C66H132O30 overall at a distorted geometry, with ωB97M-V/def2-TZVPD.

Properties
Total energy (eV): -132008.539
Gap between HOMO and LUMO (eV): 9.119
LUMO level (eV): 0.114

Bonds (Å) are listed after each position.
CARTESIAN COORDINATES (ANGSTROEM)
1 H -0.10034 -3.87023 -1.85668  C65 1.090
2 C -5.72099 0.46914 -3.73768  C155 1.532, H185 1.090, H186 1.090, O203 1.406
3 O -1.83914 -3.54407 -0.50739  C76 1.450, C81 1.322
4 H -1.84558 1.64182 -1.41022  C96 1.090
5 C -2.34963 -3.23206 -4.37246  C116 1.521, O136 1.235, O153 1.371
6 C -5.29290 -3.84362 -3.79056  H28 1.090, C70 1.576, H133 1.090, H149 1.090
7 C -4.78649 2.76618 -0.72564  H41 1.090, C90 1.543, O99 1.418, H132 1.090
8 O 0.96106 -2.16607 -0.46124  C161 1.210
9 O -0.43736 3.91332 -5.38118  C31 1.347, C60 1.413
10 H 3.52432 -0.63286 4.88787  C210 1.090
11 C 2.23122 4.28593 -2.88342  H29 1.090, H68 1.090, C122 1.470, H208 1.090
12 H -1.68363 7.10650 4.68936  C140 1.090
13 H 3.49638 -5.10187 0.81204  C20 1.090
14 H -3.32843 -0.38638 4.44486  C30 1.090
15 H 3.88118 1.52855 -1.44979  C130 1.090
16 H 4.02768 -1.35068 3.36290  C210 1.090
17 H 5.47287 -3.21290 7.71206  C197 1.090
18 H -5.14191 -1.33589 -0.32070  C167 1.090
19 C 0.96100 3.24760 1.35345  H55 1.090, C56 1.545, H95 1.090, H135 1.090
20 C 2.43833 -5.06236 0.55306  H13 1.090, C33 1.544, H94 1.090, H207 1.090
21 H -0.82384 3.80091 0.16525  C56 1.090
22 H 3.19235 4.13898 5.67749  C110 1.090
23 H -1.26684 -2.98355 1.95260  C138 1.090
24 C -10.67258 0.08507 0.79712  H97 1.090, H102 1.090, H112 1.090, C193 1.504
25 H -2.84307 0.41559 -2.22708  C96 1.090
26 H -2.90480 5.29213 -3.57807  C192 1.090
27 O 4.66223 -6.77779 -4.55601  C223 1.223
28 H -5.11863 -4.88219 -4.07180  C6 1.090
29 H 3.27351 4.39916 -2.58525  C11 1.090
30 C -3.70586 0.61697 4.24750  H14 1.090, H71 1.090, C120 1.516, H143 1.090
31 C 0.42089 4.83765 -5.85486  O9 1.347, O172 1.248, C213 1.503
32 C 0.54546 0.49823 5.73351  C48 1.528, O69 1.221, C222 1.554
33 C 1.67328 -4.84827 1.87692  C20 1.544, O57 1.263, O127 1.375
34 H -6.56196 0.48771 0.95921  C108 1.090
35 H 3.97967 -6.22616 -2.08458  C176 1.090
36 H -7.63843 1.22626 -2.90143  C155 1.090
37 H 4.08796 -2.49516 8.50231  C197 1.090
38 H -6.91051 3.22999 0.03137  C90 1.090
39 C 5.07023 5.76532 -0.18949  H50 1.090, C88 1.569, H147 1.090, H200 1.090
40 H -3.06334 -2.19859 0.34662  C76 1.090
41 H -4.84713 1.67947 -0.78458  C7 1.090
42 C -0.33601 1.84111 -6.68518  H47 1.090, C60 1.521, H118 1.090, H195 1.090
43 H -1.26659 -1.43305 -1.61697  C77 1.090
44 C -2.24454 1.01936 2.15343  C120 1.481, H125 1.090, H166 1.090, H194 1.090
45 H -6.86028 0.42251 -0.64888  C108 1.090
46 C 5.81861 -3.11306 0.32641  C91 1.503, O162 1.232, C211 1.510
47 H -0.40553 0.75499 -6.62525  C42 1.090
48 C 0.08907 1.69738 6.56398  C32 1.528, H92 1.090, H126 1.090, H164 1.090
49 H 4.80479 -4.68923 -2.38564  C176 1.090
50 H 4.22818 5.73411 0.50194  C39 1.090
51 O 6.95367 1.97183 -0.80221  C205 1.204
52 H 5.31815 0.46694 3.13015  C215 1.090
53 O -9.28850 0.96684 -0.89335  C193 1.215
54 H 0.55705 6.96790 -6.10040  C213 1.090
55 H 2.01000 3.09101 1.10209  C19 1.090
56 C 0.14885 3.32482 0.04152  C19 1.545, H21 1.090, H119 1.090, O206 1.439
57 O 1.78845 -3.76077 2.50799  C33 1.263
58 H 5.30245 0.47851 -1.75105  C130 1.090
59 H 6.14683 4.28438 0.95477  C88 1.090
60 C -0.15684 2.52947 -5.34024  O9 1.413, C42 1.521, H85 1.090, H180 1.090
61 H 4.95996 -4.11695 2.08294  C91 1.090
62 C 3.48276 -4.03862 7.10720  H113 1.090, O158 1.426, H179 1.090, C197 1.536
63 H -2.83542 -2.61968 2.55390  C138 1.090
64 H -0.54867 -4.98390 3.49914  C214 1.090
65 C -0.45966 -4.89930 -1.85508  H1 1.090, C81 1.555, H182 1.090, H184 1.090
66 C -1.06915 4.49374 3.66108  H152 1.090, H177 1.090, C199 1.538, H204 1.090
67 H 6.38809 -4.93009 1.37659  C91 1.090
68 H 2.20766 3.83718 -3.87648  C11 1.090
69 O 0.83639 0.63492 4.55581  C32 1.221
70 C -4.25030 -3.23877 -2.77498  C6 1.576, H73 1.090, H142 1.090, O153 1.430
71 H -3.14660 1.20259 4.97715  C30 1.090
72 H -2.41540 -4.31559 2.39290  C138 1.090
73 H -3.89123 -3.84608 -1.94411  C70 1.090
74 H 3.64127 -1.55436 -3.03416  C82 1.090
75 C -3.25491 4.27401 -1.78052  O99 1.325, O114 1.234, C192 1.509
76 C -2.81189 -3.24401 0.52542  O3 1.450, H40 1.090, H93 1.090, C138 1.499
77 C -0.90154 -0.40609 -1.60332  H43 1.090, C96 1.551, H189 1.090, O220 1.416
78 H 6.78436 3.21579 3.05723  C198 1.090
79 H -7.38938 -0.52391 -2.76078  C155 1.090
80 H 1.46563 -5.27332 4.80479  C156 1.090
81 C -1.45638 -4.79927 -0.66555  O3 1.322, C65 1.555, O100 1.232
82 C 2.57048 -1.42314 -3.19000  H74 1.090, C111 1.536, H128 1.090, H225 1.090
83 H 7.00670 1.89198 4.19943  C198 1.090
84 H 6.56254 0.86574 1.97543  C215 1.090
85 H 0.81507 2.29733 -4.90481  C60 1.090
86 H 2.44188 -1.69140 4.02351  C210 1.090
87 H 2.42592 0.72510 -5.97854  C190 1.090
88 C 5.98211 4.49190 -0.10254  C39 1.569, H59 1.090, O89 1.406, H228 1.090
89 O 5.24709 3.41860 -0.63547  C88 1.406, C205 1.291
90 C -6.18576 3.41449 -0.76160  C7 1.543, H38 1.090, H104 1.090, H209 1.090
91 C 5.90413 -3.97048 1.55835  C46 1.503, H61 1.090, H67 1.090, H107 1.090
92 H -0.99312 1.61896 6.66795  C48 1.090
93 H -3.73318 -3.80715 0.37644  C76 1.090
94 H 2.16292 -6.00679 0.08370  C20 1.090
95 H 0.92547 4.17601 1.92345  C19 1.090
96 C -2.08959 0.58050 -1.45690  H4 1.090, H25 1.090, C77 1.551, H174 1.090
97 H -11.21265 1.03176 0.78267  C24 1.090
98 H 3.94343 0.34880 -5.19279  C190 1.090
99 O -3.97773 3.16442 -1.82031  C7 1.418, C75 1.325
100 O -1.81294 -5.78623 -0.01996  C81 1.232
101 H 7.01607 -6.40068 -5.13410  C103 1.090
102 H -11.29682 -0.58340 0.20418  C24 1.090
103 C 6.90094 -6.02951 -4.11573  H101 1.090, H117 1.090, H160 1.090, C223 1.513
104 H -6.69977 3.20607 -1.69993  C90 1.090
105 H 4.61538 -4.07986 8.97076  C197 1.090
106 H -2.36601 6.54538 6.21519  C140 1.090
107 H 6.53084 -3.49405 2.31224  C91 1.090
108 C -7.00656 -0.19636 0.23639  H34 1.090, H45 1.090, C167 1.523, O226 1.416
109 H 2.91242 2.40122 5.05022  C110 1.090
110 C 2.98011 3.46939 4.84400  H22 1.090, H109 1.090, C178 1.495, H188 1.090
111 C 2.34241 -0.98984 -4.64622  C82 1.536, O129 1.228, C190 1.504
112 H -10.67118 -0.23849 1.83798  C24 1.090
113 H 2.63742 -4.36459 7.71321  C62 1.090
114 O -3.18639 5.07827 -0.84723  C75 1.234
115 H 5.00953 1.67882 -2.91164  C130 1.090
116 C -1.35467 -2.27588 -5.01163  C5 1.521, H170 1.090, H183 1.090, H202 1.090
117 H 7.49862 -6.66430 -3.46157  C103 1.090
118 H 0.47941 2.03107 -7.38310  C42 1.090
119 H -0.00044 2.28124 -0.23552  C56 1.090
120 C -3.57468 0.74462 2.74307  C30 1.516, C44 1.481, O219 1.248
121 H -6.08064 -1.95429 0.97046  C167 1.090
122 C 1.58681 3.38314 -1.91916  C11 1.470, O146 1.233, O206 1.340
123 H 1.40320 -7.02948 4.49929  C156 1.090
124 O 5.18829 2.68715 4.41911  C178 1.382, C198 1.416
125 H -2.24771 1.58550 1.22199  C44 1.090
126 H 0.50159 1.70345 7.57288  C48 1.090
127 O 0.83012 -5.89685 2.15789  C33 1.375, C214 1.398
128 H 2.11523 -2.40091 -3.03243  C82 1.090
129 O 1.64106 -1.60609 -5.44390  C111 1.228
130 C 4.89613 1.48558 -1.84492  H15 1.090, H58 1.090, H115 1.090, C205 1.503
131 H 0.49290 -0.41616 2.10551  C141 1.090
132 H -4.28461 3.00438 0.21217  C7 1.090
133 H -6.25116 -3.75773 -3.27824  C6 1.090
134 H 0.08675 -6.27231 5.35688  C156 1.090
135 H 0.60830 2.55393 2.11669  C19 1.090
136 O -2.36956 -4.42322 -4.69846  C5 1.235
137 H 5.59569 -6.08614 -1.58395  C176 1.090
138 C -2.29835 -3.33516 1.93121  H23 1.090, H63 1.090, H72 1.090, C76 1.499
139 H -0.68113 6.46751 -4.99631  C213 1.090
140 C -1.67132 6.29252 5.41420  H12 1.090, H106 1.090, H157 1.090, C199 1.503
141 C 1.23867 -0.55328 1.32249  H131 1.090, C161 1.505, H187 1.090, H224 1.090
142 H -4.74203 -2.41166 -2.26293  C70 1.090
143 H -4.73387 0.63863 4.60919  C30 1.090
144 H -1.46632 4.41205 -2.85311  C192 1.090
145 O -3.32500 0.65575 -4.96678  C171 1.239
146 O 1.68298 2.16723 -2.09916  C122 1.233
147 H 5.79713 6.56440 -0.04393  C39 1.090
148 H -7.83307 0.21143 -4.26822  C155 1.090
149 H -5.40013 -3.19976 -4.66352  C6 1.090
150 H -0.69657 -6.68699 3.27482  C214 1.090
151 H 5.18780 -1.28587 1.22146  C211 1.090
152 H -1.17023 5.15605 2.80131  C66 1.090
153 O -3.17493 -2.60725 -3.47407  C5 1.371, C70 1.430
154 H -3.12167 3.28190 -5.98935  C169 1.090
155 C -7.20779 0.35012 -3.38624  C2 1.532, H36 1.090, H79 1.090, H148 1.090
156 C 0.81537 -6.11370 4.56185  H80 1.090, H123 1.090, H134 1.090, C214 1.492
157 H -0.62045 6.27338 5.70300  C140 1.090
158 O 3.13187 -3.05066 6.14090  C62 1.426, C221 1.417
159 H 2.78092 1.04193 -4.19910  C190 1.090
160 H 7.05315 -4.96226 -3.95480  C103 1.090
161 C 0.64732 -1.12017 0.06015  O8 1.210, C141 1.505, O220 1.303
162 O 6.39449 -3.43820 -0.71254  C46 1.232
163 O 5.04737 -3.26909 4.69803  C221 1.243
164 H 0.32903 2.64304 6.07793  C48 1.090
165 H 3.95647 -2.27591 0.54570  C211 1.090
166 H -1.65640 1.55021 2.90202  C44 1.090
167 C -6.17474 -1.45150 0.00794  H18 1.090, C108 1.523, H121 1.090, H217 1.090
168 O 4.27288 4.33225 3.07688  C178 1.203
169 C -4.01152 2.68312 -6.18358  H154 1.090, C171 1.562, H201 1.090, H216 1.090
170 H -1.66137 -1.24968 -4.80925  C116 1.090
171 C -4.22086 1.47511 -5.21622  O145 1.239, C169 1.562, O203 1.343
172 O 1.58241 4.61051 -6.25185  C31 1.248
173 H 5.06595 1.67811 1.83445  C215 1.090
174 H -2.58433 0.24805 -0.54432  C96 1.090
175 O -2.91189 4.25340 5.19342  C199 1.224
176 C 4.92464 -5.77262 -2.38364  H35 1.090, H49 1.090, H137 1.090, C223 1.561
177 H -1.43544 3.50236 3.39443  C66 1.090
178 C 4.22770 3.60160 4.03153  C110 1.495, O124 1.382, O168 1.203
179 H 3.84464 -4.89244 6.53437  C62 1.090
180 H -0.89131 2.11917 -4.64719  C60 1.090
181 H -2.69897 3.52075 -3.73472  C192 1.090
182 H -0.96019 -5.16262 -2.78687  C65 1.090
183 H -0.39744 -2.37854 -4.50048  C116 1.090
184 H 0.34937 -5.55628 -1.53580  C65 1.090
185 H -5.08940 0.50235 -2.84993  C2 1.090
186 H -5.49247 -0.48581 -4.21091  C2 1.090
187 H 2.05472 -1.20769 1.62893  C141 1.090
188 H 2.07017 3.82306 4.35920  C110 1.090
189 H -0.24664 -0.16422 -2.44040  C77 1.090
190 C 2.86318 0.36318 -5.04800  H87 1.090, H98 1.090, C111 1.504, H159 1.090
191 H -0.43448 -1.10214 6.98525  C222 1.090
192 C -2.52818 4.38887 -3.09808  H26 1.090, C75 1.509, H144 1.090, H181 1.090
193 C -9.34832 0.29328 0.11630  C24 1.504, O53 1.215, O226 1.358
194 H -1.67912 0.10409 1.97829  C44 1.090
195 H -1.28553 2.09702 -7.15530  C42 1.090
196 H 1.28630 -0.82645 7.13107  C222 1.090
197 C 4.47997 -3.43146 8.10511  H17 1.090, H37 1.090, C62 1.536, H105 1.090
198 C 6.27780 2.39384 3.56308  H78 1.090, H83 1.090, O124 1.416, C215 1.561
199 C -1.98945 4.95649 4.80304  C66 1.538, C140 1.503, O175 1.224
200 H 4.56098 5.92907 -1.13921  C39 1.090
201 H -4.92609 3.27488 -6.22201  C169 1.090
202 H -1.30220 -2.47012 -6.08290  C116 1.090
203 O -5.42904 1.51481 -4.63141  C2 1.406, C171 1.343
204 H -0.02739 4.39357 3.96572  C66 1.090
205 C 5.82529 2.33089 -1.02040  O51 1.204, O89 1.291, C130 1.503
206 O 0.89393 4.02675 -0.97041  C56 1.439, C122 1.340
207 H 2.24863 -4.24080 -0.13769  C20 1.090
208 H 1.67306 5.20665 -3.05323  C11 1.090
209 H -6.07420 4.49848 -0.73663  C90 1.090
210 C 3.48837 -1.54372 4.29025  H10 1.090, H16 1.090, H86 1.090, C221 1.499
211 C 4.94970 -1.87794 0.33780  C46 1.510, H151 1.090, H165 1.090, H227 1.090
212 H -0.88383 6.09557 -6.78305  C213 1.090
213 C -0.20241 6.20284 -5.93910  C31 1.503, H54 1.090, H139 1.090, H212 1.090
214 C 0.03821 -5.88264 3.30955  H64 1.090, O127 1.398, H150 1.090, C156 1.492
215 C 5.76351 1.29553 2.57952  H52 1.090, H84 1.090, H173 1.090, C198 1.561
216 H -3.83055 2.31599 -7.19381  C169 1.090
217 H -6.74223 -2.07896 -0.67934  C167 1.090
218 H 0.62755 -1.72285 5.71853  C222 1.090
219 O -4.60335 0.78260 2.03672  C120 1.248
220 O -0.19012 -0.22911 -0.39130  C77 1.416, C161 1.303
221 C 4.00586 -2.70818 5.07974  O158 1.417, O163 1.243, C210 1.499
222 C 0.46987 -0.89712 6.41236  C32 1.554, H191 1.090, H196 1.090, H218 1.090
223 C 5.43692 -6.22633 -3.78700  O27 1.223, C103 1.513, C176 1.561
224 H 1.69220 0.41014 1.08964  C141 1.090
225 H 2.10365 -0.73258 -2.48766  C82 1.090
226 O -8.32537 -0.36001 0.72438  C108 1.416, C193 1.358
227 H 4.86711 -1.30913 -0.58834  C211 1.090
228 H 6.94953 4.61546 -0.58929  C88 1.090